Entry 1:
A structure of composition C12H18N4O4RuTe, computed with wB97M-V/def2-TZVPD.

Calculated values
<S²>   0.76
Relative energy (zero: lowest compared OMol25 entry of this formula, charge and spin)   1.4 kcal/mol
Spin multiplicity   2
Net charge   +1

Structure (XYZ):
```
40
Properties=species:S:1:pos:R:3:lowdin_spin:R:1
Ru 0.04933 -0.87958 -0.90621 0.8516
O 2.03819 -0.57077 -1.10550 0.0292
N 2.42448 0.65880 -1.06722 0.0044
N 1.50238 1.49147 -0.87895 -0.0047
O 0.22771 1.11400 -0.75142 0.0532
C 1.79250 2.89927 -0.77112 0.0000
C 3.09635 3.33856 -0.95869 -0.0011
C 3.34815 4.69506 -0.84834 0.0002
C 2.32045 5.58241 -0.55765 -0.0012
C 1.02772 5.11664 -0.37731 0.0003
C 0.74898 3.76214 -0.48313 -0.0011
H 3.88867 2.64136 -1.18299 -0.0001
H 4.35613 5.05908 -0.99160 0.0000
H 2.53042 6.63978 -0.47260 -0.0001
H 0.22681 5.80750 -0.15298 0.0000
H -0.25098 3.38327 -0.34544 -0.0001
C -3.99257 -0.82192 0.51523 -0.0011
C -2.52116 -0.91455 0.30372 0.0080
N -1.93244 -0.85578 -0.86367 0.0360
O -2.68272 -0.69687 -2.01833 0.0053
C -1.60451 -1.08866 1.37785 0.0400
C -1.93393 -1.22575 2.82170 0.0058
N -0.32727 -1.15755 0.98583 -0.0150
O 0.60409 -1.33272 1.77700 -0.0356
H -4.53457 -0.72060 -0.41989 0.0000
H -4.22653 0.02124 1.16566 -0.0002
H -4.34502 -1.72493 1.01571 0.0000
H -3.07081 0.19073 -1.99270 0.0002
H -3.00000 -1.11030 2.99771 -0.0002
H -1.39233 -0.47829 3.40346 0.0020
H -1.61699 -2.20209 3.19504 0.0021
C -0.62273 -4.31328 0.41878 0.0035
Te 0.19205 -3.45201 -1.34862 0.0095
C 2.24232 -3.82708 -0.94379 0.0095
H -0.43021 -5.38181 0.37121 -0.0005
H -1.69520 -4.13562 0.42831 0.0001
H -0.14571 -3.86697 1.28690 0.0006
H 2.35161 -3.97110 0.12791 0.0004
H 2.81325 -2.95951 -1.26195 -0.0002
H 2.54410 -4.71356 -1.49190 -0.0006
```

***

Entry 2:
A cluster of 2 separate species, C10H19IN in total, computed with wB97M-V/def2-TZVPD.

Calculated values
Relative energy (zero: lowest compared OMol25 entry of this formula, charge and spin)   66.4 kcal/mol
Net charge   +1

Structure (XYZ):
```
31
Properties=species:S:1:pos:R:3:mulliken_charge:R:1
C 0.16811 -2.64076 -1.45017 -1.2310
C -0.21569 -1.67083 -2.52237 -0.3533
C 0.07355 -1.22826 -1.04093 0.3246
C 0.76663 2.67110 0.60613 -1.0603
C 0.57492 -0.97208 2.04363 -1.7705
C -2.42522 -1.53216 -1.37190 -0.7911
C 1.02271 -0.50324 -0.21869 -0.5515
C 1.28823 1.38133 1.31201 -0.7198
C -1.52582 1.38551 -2.35538 -0.2930
C 0.48546 0.14815 1.05488 0.7505
N -1.19927 -0.90503 -1.74809 0.3631
I -3.38587 1.41667 -3.16475 0.3888
H -0.43158 -3.45697 -1.03197 0.1579
H 1.15133 -3.00810 -1.49916 0.3615
H 0.19441 -1.39956 -3.40138 0.3553
H 0.74329 2.52940 -0.54175 0.1899
H 1.52735 3.33247 0.87823 0.4158
H -0.21829 2.99974 0.84194 0.3433
H 1.57727 -1.15370 2.24209 0.4806
H 0.01528 -1.80909 1.57214 0.3651
H 0.24030 -0.50432 3.03522 0.3877
H -2.62110 -1.43186 -0.23886 0.2790
H -3.38820 -1.02997 -1.79166 0.1074
H -2.39774 -2.62513 -1.68637 0.3207
H 1.45411 0.38621 -0.80810 0.2516
H 1.81543 -1.26034 -0.01652 0.3404
H 1.37849 1.40682 2.42352 0.3938
H 2.29670 1.21224 0.88281 0.2953
H -1.25899 1.70412 -1.32299 0.1926
H -0.71020 1.34584 -3.10009 0.3291
H -0.54846 0.34612 0.92667 0.3765
```

***

Entry 3:
A structure of composition C39H43Cl3GeN3O6RuS, computed with wB97M-V/def2-TZVPD.

Calculated values
<S²>   8.76
Relative energy (zero: lowest compared OMol25 entry of this formula, charge and spin)   26.4 kcal/mol
Spin multiplicity   6

Structure (XYZ):
```
97
Properties=species:S:1:pos:R:3:lowdin_spin:R:1
Ru -0.35930 -0.54570 0.30580 3.8376
O 1.09820 -1.36570 -1.83890 0.0581
C 2.07810 -0.39380 -2.13060 0.0024
C 2.89410 -0.04830 -0.88360 0.0059
N 2.03590 0.37040 0.22380 0.0847
C 1.70560 1.78820 0.14470 0.0042
C 0.63550 2.12970 -0.94110 0.0105
O 0.72370 3.19490 -1.52580 0.0153
O -0.28170 1.27180 -1.08040 0.1387
C 2.63690 0.07000 1.51380 0.0054
C 1.54650 0.09450 2.64610 0.0130
O 1.79350 0.68390 3.67860 0.0192
O 0.50600 -0.55730 2.36290 0.1354
H 1.54310 -2.14890 -1.47650 0.0010
H 1.53870 0.48030 -2.49770 -0.0002
H 2.75040 -0.75640 -2.92160 0.0016
H 3.62470 0.73730 -1.12760 0.0027
H 3.43780 -0.94390 -0.56710 0.0000
H 2.59970 2.40170 -0.03290 0.0019
H 1.25560 2.08590 1.09740 0.0003
H 3.42150 0.78840 1.78160 0.0027
H 3.04760 -0.94340 1.50150 -0.0001
Cl -8.65780 0.34940 1.50460 0.0000
C -7.37730 1.48610 1.32510 0.0000
C -6.45220 1.33500 0.30500 0.0001
C -5.44130 2.26700 0.16540 0.0000
C -5.32740 3.35300 1.02410 0.0000
C -4.26210 4.40250 0.78570 0.0000
C -3.18250 4.37250 1.89680 0.0006
N -2.64610 3.04910 2.04710 0.0020
C -2.75370 2.22930 3.13240 0.0027
C -2.13440 1.06240 2.79340 0.0050
N -1.66560 1.15600 1.51870 0.0735
C -1.98440 2.35850 1.10030 0.0061
O -4.85610 5.68660 0.73170 0.0000
C -4.68490 6.37940 -0.48340 0.0000
C -5.22550 5.67420 -1.69840 0.0000
C -6.42390 5.02400 -1.78150 0.0000
Cl -7.61890 4.88200 -0.56700 0.0000
S -6.68720 4.30780 -3.34000 0.0000
C -5.17620 4.91840 -3.89230 0.0000
C -4.51840 5.60660 -2.92910 0.0000
C -6.26370 3.47520 2.04930 0.0000
Cl -6.21120 4.79530 3.15510 0.0000
C -7.28860 2.55440 2.20110 0.0000
H -6.53820 0.50640 -0.37790 0.0000
H -4.73210 2.15960 -0.64090 0.0000
H -3.77290 4.17970 -0.17060 0.0000
H -3.63140 4.69070 2.83790 0.0002
H -2.38040 5.06890 1.63210 0.0000
H -3.24070 2.53610 4.03550 0.0004
H -1.97030 0.18910 3.39080 0.0001
H -1.74660 2.75290 0.13220 0.0000
H -3.61990 6.58890 -0.65310 0.0000
H -5.20630 7.32900 -0.33110 0.0000
H -4.86620 4.73120 -4.90090 0.0000
H -3.55870 6.06630 -3.08110 0.0000
H -8.00900 2.68060 2.99330 0.0000
C -3.91060 -3.06460 -1.01520 0.0196
C -3.01070 -1.95320 -0.45350 0.0424
C -3.32480 -0.62190 -1.14840 0.0207
C -3.22660 -1.80960 1.05990 0.0348
C -1.56170 -2.26820 -0.73120 0.3046
H -4.96010 -2.84250 -0.83910 0.0047
H -3.67540 -4.01800 -0.54040 0.0004
H -3.75720 -3.16480 -2.08780 0.0007
H -4.32810 -0.28260 -0.90510 0.0011
H -3.24720 -0.73490 -2.22860 0.0003
H -2.59690 0.13420 -0.82340 0.0085
H -4.10770 -1.20980 1.28030 0.0021
H -2.34860 -1.31780 1.50660 0.0149
H -3.35210 -2.78420 1.52660 0.0008
H -1.30020 -2.08840 -1.77740 0.0203
Ge -0.78650 -3.92480 -0.07090 0.0407
C 0.96510 -3.61820 0.81310 0.0159
C 2.19130 -3.82590 0.18940 0.0049
C 3.37770 -3.66890 0.88810 0.0005
C 3.35110 -3.31270 2.22790 0.0041
C 2.13620 -3.12340 2.86660 -0.0006
C 0.95570 -3.27030 2.16010 0.0067
C -0.51470 -5.19590 -1.56320 0.0135
C -1.06260 -6.46970 -1.55810 0.0023
C -0.82660 -7.34150 -2.60570 0.0006
C -0.02710 -6.95220 -3.66670 0.0005
C 0.49870 -5.67230 -3.70010 0.0002
C 0.24710 -4.80260 -2.65600 0.0016
H -1.62750 -4.60860 0.99260 0.0010
H 2.21790 -4.16080 -0.84200 0.0002
H 4.32630 -3.83350 0.39210 0.0000
H 4.27620 -3.18880 2.77490 0.0002
H 2.10990 -2.85690 3.91290 0.0000
H 0.00690 -3.14040 2.66490 0.0005
H -1.68130 -6.77380 -0.72590 0.0003
H -1.26730 -8.32720 -2.59140 0.0001
H 0.17630 -7.64390 -4.46970 0.0000
H 1.10300 -5.34970 -4.53730 0.0000
H 0.63060 -3.79110 -2.70450 0.0000
```

***

| no. | calculated total energy (Ha) | strongest force on any atom (eV/Å) |
| --- | --- | --- |
| 1 | -1350.51473 | 0.5 |
| 2 | -744.39029 | 4.6 |
| 3 | -6078.13190 | 2.5 |